[1]
A structure of composition C41H65AlNO13 at a distorted geometry. Source: the OMol25 dataset; level of theory: the ωB97M-V functional and the def2-TZVPD basis.

Last column: Löwdin charge in e.
CARTESIAN COORDINATES (ANGSTROEM)
Al (-3.73, -1.84, 2.71)  0.3201
O (4.43, 3.73, 3.80)  0.1043
O (-5.89, 4.19, 3.62)  0.0143
O (-0.08, 5.31, 1.54)  -0.0005
O (1.27, 0.31, -5.43)  0.0265
O (3.05, -2.13, -3.21)  0.1023
O (1.84, 4.95, 0.41)  0.1095
O (2.87, -6.51, -5.91)  0.0092
O (2.24, -6.49, -3.75)  0.1344
O (0.82, -2.28, -3.31)  0.0173
O (-4.35, 4.90, 2.15)  0.1275
O (2.75, 3.07, 5.12)  0.0105
O (2.52, -1.81, 2.75)  -0.1458
O (0.24, -0.23, -7.36)  0.1086
N (-4.63, 1.26, 4.46)  0.0519
C (0.66, 5.13, 0.41)  -0.4738
C (1.17, 0.27, -6.78)  -0.4933
C (2.58, -3.23, 2.82)  -0.2447
C (-2.25, -3.08, 3.30)  -0.2681
C (3.26, 3.78, 4.08)  -0.4884
C (-0.25, 5.16, -0.81)  -0.0709
C (3.36, 1.02, -6.26)  -0.1482
C (1.08, 1.33, 1.20)  -0.0882
C (-0.09, -0.29, -0.72)  -0.0405
C (1.99, -3.29, -5.07)  -0.0664
C (-1.48, 5.40, 1.20)  -0.1537
C (2.97, -6.90, -4.61)  -0.4839
C (0.54, -3.09, -5.50)  -0.1364
C (1.23, 0.09, -0.84)  -0.0841
C (-5.23, 0.19, 4.09)  -0.4256
C (-4.79, -1.17, 4.37)  -0.2459
C (3.81, -7.24, -6.71)  -0.1553
C (4.08, -7.92, -4.46)  -0.0713
C (1.83, 0.90, 0.12)  -0.0988
C (0.10, -3.99, 2.87)  -0.2218
C (-1.00, -3.05, 2.38)  -0.3075
C (2.44, 1.06, -5.05)  -0.1357
C (-7.74, 5.48, 2.97)  -0.1564
C (-0.25, 0.94, 1.32)  -0.0406
C (-0.16, -2.92, -4.16)  -0.1279
C (-1.51, 5.81, -0.27)  -0.1493
C (-6.69, 5.54, 1.87)  -0.0752
C (1.32, 3.23, 5.16)  -0.1479
C (2.36, 0.97, -7.41)  -0.0747
C (-2.30, -0.37, 0.47)  -0.2360
C (4.88, -7.73, -5.75)  -0.1543
C (2.17, 4.54, 3.37)  -0.0819
C (-5.49, 4.88, 2.53)  -0.4719
C (1.05, 4.53, 4.42)  -0.1428
C (-7.31, 4.24, 3.75)  -0.1504
C (2.06, -2.50, -3.78)  -0.4913
C (1.43, -3.89, 2.09)  -0.1766
C (3.74, 0.14, 3.56)  -0.0649
C (-0.86, 0.11, 0.38)  -0.2197
C (-3.04, -0.15, 1.81)  -0.2533
C (3.80, -1.23, 2.88)  -0.2848
H (-4.74, -2.64, 1.70)  -0.0772
H (0.25, -3.89, 3.95)  0.1041
H (2.73, 0.32, 3.93)  0.0714
H (-1.29, -3.37, 1.38)  0.1001
H (4.20, -6.58, -7.48)  0.1237
H (-6.97, 4.94, 1.00)  0.1315
H (-2.86, 0.05, -0.36)  0.1035
H (-1.43, 6.90, -0.35)  0.1138
H (-4.14, -1.14, 5.24)  0.0521
H (-2.59, -4.12, 3.31)  0.0369
H (-0.59, -2.04, 2.35)  0.0985
H (2.04, 1.96, -7.74)  0.1290
H (2.72, 0.40, -8.27)  0.1215
H (-0.44, -3.87, -3.70)  0.1293
H (-0.42, 4.13, -1.13)  0.1347
H (-7.66, 6.36, 3.61)  0.1152
H (1.78, -4.90, 1.88)  0.1012
H (3.51, -3.56, 2.34)  0.1106
H (1.52, 1.96, 1.97)  0.0781
H (-5.67, -1.79, 4.56)  0.0381
H (4.04, 1.87, -6.30)  0.1142
H (-3.91, 0.49, 1.63)  0.0326
H (2.61, -3.56, 3.87)  0.1217
H (-6.13, 0.30, 3.45)  0.0961
H (1.25, -3.40, 1.13)  0.1156
H (3.95, 0.11, -6.24)  0.1167
H (2.50, 5.54, 3.11)  0.1276
H (-5.12, 2.06, 4.09)  -0.0124
H (0.14, -3.91, -6.10)  0.1183
H (3.97, 0.95, 2.87)  0.0608
H (-6.44, 6.55, 1.56)  0.1212
H (-7.73, 3.32, 3.32)  0.1300
H (2.87, 1.18, 0.04)  0.0988
H (-2.43, 0.36, 2.55)  0.0275
H (-0.54, -0.93, -1.48)  0.0988
H (1.82, -0.25, -1.69)  0.0767
H (4.26, -1.11, 1.89)  0.1150
H (0.22, 5.72, -1.61)  0.1205
H (1.01, 3.25, 6.20)  0.1222
H (-1.04, -2.28, -4.22)  0.1281
H (1.17, 5.38, 5.10)  0.1155
H (5.39, -8.62, -6.09)  0.1132
H (0.86, 2.37, 4.67)  0.1236
H (3.63, -8.91, -4.40)  0.1310
H (5.63, -6.95, -5.60)  0.1184
H (-7.57, 4.28, 4.80)  0.1266
H (2.87, 0.60, -4.16)  0.1211
H (0.05, 4.57, 4.00)  0.1052
H (4.66, -7.72, -3.56)  0.1272
H (-2.25, -1.45, 0.27)  0.0758
H (2.70, -2.88, -5.80)  0.1224
H (-1.94, 4.43, 1.37)  0.1211
H (-1.89, -2.83, 4.31)  0.0438
H (0.45, -2.17, -6.08)  0.0795
H (-0.81, 1.29, 2.18)  0.0941
H (4.47, -1.88, 3.46)  0.1045
H (-1.95, 6.13, 1.85)  0.1169
H (-0.28, -5.01, 2.71)  0.0999
H (2.12, 2.08, -4.80)  0.1301
H (4.43, 0.22, 4.40)  0.0709
H (3.28, -8.07, -7.19)  0.1252
H (2.22, -4.33, -4.86)  0.0903
H (-8.77, 5.42, 2.61)  0.1125
H (1.89, 4.00, 2.48)  0.0816
H (-2.43, 5.51, -0.77)  0.1157

Relative energy (zero: lowest compared OMol25 entry of this formula, charge and spin)   0.00 kcal per mole
Net charge   -1
Electronic energy   -78278.2484 eV

---

[2]
A cluster of 9 separate species, C41H65FINO12S8 in total at a distorted geometry. Source: the OMol25 dataset; level of theory: the ωB97M-V functional and the def2-TZVPD basis.

Last column: Löwdin charge in e.
CARTESIAN COORDINATES (ANGSTROEM)
I (-2.24, 5.03, -2.92)  0.9913
S (6.65, 0.23, 0.65)  0.8148
S (0.55, -5.13, -2.45)  0.8272
S (-3.87, -7.08, 0.62)  0.8218
S (-5.63, 5.71, 2.25)  0.7963
S (-3.07, 2.26, 8.48)  0.8072
S (-1.03, -0.98, -6.52)  0.8029
S (-0.43, 3.30, 3.62)  0.8149
S (2.98, -6.42, -5.57)  0.7965
F (3.70, 0.67, 1.96)  0.0942
O (-6.58, 5.63, 1.11)  -0.5652
O (4.00, 2.62, -0.15)  0.1179
O (-1.95, -1.03, -7.69)  -0.5594
O (-0.98, 2.15, -3.27)  -0.0027
O (6.53, -0.49, 1.94)  -0.5373
O (1.36, -4.12, -1.69)  -0.5616
O (1.58, -6.71, -5.15)  -0.5751
O (-1.52, -0.02, -2.96)  0.1551
O (-1.85, 1.54, 8.02)  -0.5544
O (1.31, 0.42, -3.32)  0.1352
O (-2.41, -7.00, 0.37)  -0.5577
O (-1.64, 4.10, 3.28)  -0.5641
N (1.70, 5.33, 1.67)  0.0147
C (-4.69, -6.07, -0.62)  -0.2678
C (2.90, 2.14, -0.34)  -0.2210
C (-3.39, 1.23, 0.75)  -0.0766
C (-3.82, 2.16, -1.78)  -0.0871
C (-1.04, -4.37, -2.81)  -0.2488
C (-0.66, 0.74, -6.20)  -0.2670
C (2.90, -2.20, 2.46)  -0.1340
C (0.91, 2.27, -1.84)  -0.0040
C (-2.67, 1.44, -1.52)  -0.1451
C (-0.08, -6.31, -1.25)  -0.2720
C (-2.47, 0.98, -0.24)  -0.0281
C (3.07, -4.66, -5.90)  -0.2647
C (2.56, 0.69, -0.07)  -0.0218
C (0.32, 4.83, -1.15)  -0.0718
C (0.61, -1.41, -7.12)  -0.2705
C (-4.43, -8.67, -0.02)  -0.2703
C (-3.99, 5.41, 1.61)  -0.2699
C (7.11, -0.98, -0.60)  -0.2602
C (1.78, 0.05, -1.00)  -0.0981
C (3.15, -6.95, -7.28)  -0.2734
C (-2.95, 2.44, 10.26)  -0.2727
C (-5.38, 7.45, 2.62)  -0.2751
C (-4.74, 2.41, -0.78)  -0.0761
C (1.73, 2.93, -0.92)  -0.0194
C (-0.72, 2.53, 5.22)  -0.2761
C (-1.70, 1.13, -2.63)  -0.3571
C (-2.84, 4.00, 8.09)  -0.2722
C (1.32, 0.85, -2.19)  -0.2423
C (-0.19, 2.87, -2.39)  -0.2717
C (2.97, 0.00, 1.05)  -0.1702
C (2.58, -1.32, 1.24)  -0.1063
C (4.22, -1.92, 3.14)  -0.1956
C (1.45, 4.24, -0.58)  -0.1303
C (2.33, 5.05, 0.36)  -0.2029
C (-0.49, 1.78, 2.67)  -0.2556
C (4.31, -1.16, 4.23)  -0.0045
C (1.38, -1.25, -0.86)  0.0061
C (8.24, 1.08, 0.68)  -0.2630
C (-0.51, 4.18, -2.04)  -0.5499
C (1.80, -1.92, 0.27)  -0.0113
C (-4.55, 1.93, 0.50)  -0.0789
H (0.33, 1.13, 2.98)  0.0563
H (0.76, -6.88, -0.86)  0.0555
H (-3.18, 0.86, 1.75)  0.0975
H (-0.76, 3.31, 5.97)  0.0328
H (-3.25, 5.57, 2.39)  0.0297
H (-0.37, 2.03, 1.61)  0.0381
H (-0.88, -3.56, -3.52)  0.0435
H (-4.03, 2.54, -2.77)  0.0882
H (8.43, 1.53, -0.30)  0.0527
H (5.13, -2.34, 2.72)  0.0909
H (4.05, -4.42, -6.32)  0.0541
H (0.11, 0.81, -5.43)  0.0307
H (7.33, -0.47, -1.54)  0.0531
H (1.45, -2.94, 0.38)  0.1082
H (-3.79, 6.07, 0.76)  0.0581
H (9.03, 0.37, 0.93)  0.0566
H (2.95, -4.13, -4.96)  0.0491
H (3.48, -1.15, 4.94)  0.0594
H (3.07, -8.03, -7.31)  0.0480
H (0.08, 5.86, -0.89)  0.1152
H (-1.57, 1.22, -5.84)  0.0483
H (-4.60, 7.55, 3.38)  0.0512
H (2.24, 6.07, 2.11)  0.0703
H (0.09, 1.84, 5.45)  0.0625
H (5.22, -0.61, 4.42)  0.0572
H (-1.67, 1.99, 5.20)  0.0558
H (-5.77, -6.21, -0.55)  0.0530
H (-1.70, -5.11, -3.25)  0.0536
H (2.48, 6.01, -0.16)  0.1186
H (2.28, -4.37, -6.59)  0.0457
H (-3.93, 4.37, 1.28)  0.0234
H (-5.52, -8.72, 0.03)  0.0531
H (-1.58, 0.41, 0.01)  0.1221
H (8.19, 1.86, 1.43)  0.0504
H (6.26, -1.65, -0.75)  0.0495
H (3.33, 4.62, 0.48)  0.1001
H (-6.31, 7.86, 3.01)  0.0463
H (-4.00, -9.45, 0.59)  0.0501
H (2.04, -2.17, 3.14)  0.1253
H (-1.45, 1.28, 2.82)  0.0372
H (-4.34, -6.36, -1.62)  0.0561
H (1.34, -1.26, -6.32)  0.0514
H (-1.89, 4.34, 8.49)  0.0610
H (7.97, -1.55, -0.27)  0.0569
H (-5.10, 7.98, 1.71)  0.0562
H (2.35, -6.51, -7.88)  0.0572
H (-4.10, -8.78, -1.05)  0.0585
H (-0.58, -5.79, -0.44)  0.0358
H (-2.84, 4.11, 7.01)  0.0408
H (-0.77, -6.99, -1.74)  0.0497
H (0.75, -1.67, -1.64)  0.1131
H (-4.44, -5.03, -0.43)  0.0501
H (-5.64, 2.98, -0.97)  0.1195
H (-1.99, 2.88, 10.52)  0.0584
H (0.60, -2.45, -7.43)  0.0369
H (-3.66, 4.58, 8.52)  0.0538
H (-1.47, -3.97, -1.89)  0.0571
H (0.87, -0.78, -7.98)  0.0564
H (-0.33, 1.23, -7.12)  0.0608
H (-5.29, 2.11, 1.28)  0.1170
H (2.95, -3.23, 2.07)  0.1145
H (0.80, 5.77, 1.45)  0.0585
H (-3.76, 3.07, 10.62)  0.0525
H (-3.03, 1.45, 10.71)  0.0496
H (4.12, -6.64, -7.66)  0.0510

Electronic energy   -167123.5559 eV

---

[3]
A cluster of 8 separate species, C41H67N4O24 in total at a distorted geometry. Source: the OMol25 dataset; level of theory: the ωB97M-V functional and the def2-TZVPD basis.

Last column: Löwdin charge in e.
CARTESIAN COORDINATES (ANGSTROEM)
O (-3.75, -0.15, -4.30)  0.0574
O (7.81, 5.17, -0.46)  0.0727
O (8.34, 3.65, 1.13)  0.1641
O (7.18, -4.64, -0.65)  0.0701
O (6.76, -4.72, 1.56)  0.0790
O (-0.57, 4.22, 1.39)  -0.1671
O (-3.92, 5.30, 3.44)  0.1462
O (2.55, 2.76, 0.93)  -0.1816
O (-4.06, 5.78, 1.24)  0.0598
O (-4.54, -0.47, -2.21)  0.1564
O (-4.70, -1.96, -8.09)  0.0593
O (6.10, -2.32, 3.45)  0.0586
O (-5.59, -5.34, -1.17)  0.1016
O (4.33, -1.67, 4.69)  0.1292
O (8.75, -3.95, 0.82)  0.1644
O (-3.65, -4.21, -1.24)  0.0328
O (-4.57, -4.98, -3.16)  0.1759
O (1.98, -0.84, -0.08)  -0.1113
O (-5.76, 4.73, 2.26)  0.0942
O (-5.65, -2.77, -9.97)  0.1725
O (-6.64, -3.10, -7.97)  0.0903
O (-2.52, 0.50, -2.54)  0.0554
O (6.29, 3.63, 0.18)  0.0744
O (5.90, -0.18, 4.07)  0.0895
N (-0.07, -0.90, 1.27)  0.0877
N (1.67, -1.98, 2.70)  0.1022
N (-2.40, -0.64, 2.04)  0.0688
N (-1.97, -1.74, -0.01)  0.2388
C (-5.21, -1.79, -6.77)  -0.1163
C (6.73, 5.22, -1.39)  -0.1032
C (7.21, -0.33, 3.53)  -0.3282
C (-6.30, -4.96, 1.12)  -0.0142
C (2.16, 0.58, -0.26)  -0.1530
C (-7.30, -2.68, -5.68)  -0.0168
C (4.58, 3.91, -1.52)  -0.0197
C (0.62, -1.20, -0.03)  -0.1938
C (5.60, 4.58, -0.64)  -0.3360
C (-0.34, 5.46, 3.51)  -0.0659
C (-6.16, -2.94, -6.63)  -0.3349
C (-4.53, 5.27, 2.42)  -0.5431
C (2.61, 1.32, 1.08)  -0.1557
C (5.99, -5.40, -0.47)  -0.1040
C (-5.66, -2.63, -8.79)  -0.5437
C (0.27, -1.90, 2.36)  -0.3165
C (-2.13, -1.42, 3.31)  -0.1240
C (-2.68, 0.65, -4.81)  -0.0863
C (4.72, -6.02, 1.62)  -0.0188
C (7.07, -1.58, 2.71)  -0.1013
C (1.65, 3.25, 1.95)  -0.1435
C (0.16, 2.99, 1.42)  -0.1740
C (-7.13, 4.07, 0.36)  -0.0198
C (-4.18, -4.05, 0.08)  -0.1366
C (-4.60, -4.86, -1.97)  -0.5388
C (7.61, 0.88, 2.72)  -0.0197
C (-5.14, -5.21, 0.18)  -0.3318
C (-3.69, -0.08, -2.95)  -0.5466
C (0.03, 1.07, 4.56)  0.1272
C (-1.47, -1.11, 1.05)  -0.2594
C (5.53, -4.97, 0.89)  -0.3442
C (-0.78, 1.81, -3.63)  -0.0071
C (7.67, -4.39, 0.60)  -0.5484
C (-6.23, 5.13, 0.97)  -0.3355
C (-0.24, 0.04, 4.00)  -0.1019
C (-1.23, 4.49, 2.64)  -0.2456
C (5.35, -1.42, 4.13)  -0.5507
C (-1.68, 0.59, -3.70)  -0.3365
C (-4.95, 5.33, 0.22)  -0.0976
C (-0.57, -1.44, 3.64)  -0.1885
C (7.56, 4.11, 0.36)  -0.5391
H (-5.70, -0.81, -6.70)  0.1425
H (-7.30, 4.25, -0.70)  0.0923
H (0.24, 2.65, 0.35)  0.1196
H (8.50, 0.69, 2.12)  0.1000
H (6.80, 1.20, 2.06)  0.0806
H (0.18, 6.24, 2.89)  0.0887
H (-2.59, -2.44, 3.31)  0.1262
H (-4.40, -1.83, -6.03)  0.1216
H (7.91, -0.47, 4.36)  0.1639
H (-0.35, 2.17, 2.00)  0.0877
H (4.97, -4.03, 0.85)  0.1557
H (4.22, 4.59, -2.30)  0.0926
H (8.01, -2.13, 2.64)  0.1376
H (3.05, 0.69, -0.96)  0.1375
H (-5.64, -3.86, -6.35)  0.1613
H (-3.06, 1.65, -5.01)  0.1496
H (-6.78, 6.07, 1.08)  0.1632
H (1.30, 1.11, -0.75)  0.1027
H (-7.88, -3.60, -5.52)  0.0881
H (7.02, 4.67, -2.29)  0.1422
H (0.10, -0.62, -0.86)  0.1350
H (-2.63, -0.82, 4.12)  0.1431
H (-7.99, -1.94, -6.08)  0.0934
H (0.01, 1.65, -2.88)  0.0685
H (7.82, 1.73, 3.38)  0.0907
H (1.80, 4.36, 2.06)  0.1283
H (0.09, 2.08, 5.01)  0.0742
H (-2.29, 0.22, -5.74)  0.1506
H (1.92, -2.88, 3.11)  0.1034
H (-1.47, 3.57, 3.25)  0.1140
H (-0.97, 5.99, 4.28)  0.0855
H (-4.67, -3.07, 0.14)  0.1400
H (0.52, -2.29, -0.33)  0.1501
H (6.51, 6.26, -1.66)  0.1425
H (-2.22, 5.00, 2.41)  0.0833
H (5.00, 3.01, -2.00)  0.0927
H (1.85, 2.79, 2.96)  0.1156
H (-1.07, -0.32, -3.75)  0.1605
H (-4.62, -6.13, 0.45)  0.1630
H (-1.34, 2.69, -3.31)  0.0996
H (-0.05, -2.93, 2.01)  0.1679
H (1.94, 0.94, 1.90)  0.1030
H (-0.31, -2.13, 4.47)  0.1582
H (-8.09, 4.06, 0.87)  0.0891
H (-3.39, -4.11, 0.82)  0.1229
H (6.23, -6.46, -0.54)  0.1437
H (-2.28, 0.36, 2.24)  0.1262
H (-0.31, 2.01, -4.59)  0.1005
H (3.89, -6.38, 1.01)  0.0883
H (3.69, 1.07, 1.26)  0.1412
H (-6.70, 3.07, 0.49)  0.0904
H (-6.98, -4.21, 0.71)  0.0976
H (-6.88, -5.88, 1.24)  0.0921
H (5.34, -6.87, 1.91)  0.0967
H (5.26, -5.16, -1.25)  0.1393
H (-4.54, 4.41, -0.21)  0.1396
H (-6.94, -2.34, -4.71)  0.0859
H (-5.95, -4.64, 2.10)  0.0908
H (0.44, 4.82, 4.03)  0.0637
H (4.31, -5.60, 2.55)  0.0830
H (3.72, 3.58, -0.93)  0.0587
H (6.68, -1.40, 1.70)  0.1439
H (-1.71, -2.73, -0.17)  0.1389
H (1.99, -1.19, 3.27)  0.0813
H (5.11, 5.30, 0.03)  0.1621
H (-2.55, -1.32, -0.75)  0.1355
H (-5.04, 6.08, -0.57)  0.1437

Net charge   +1
Electronic energy   -98693.8838 eV

---

| no. | gap between HOMO and LUMO (eV) |
| --- | --- |
| 1 | 6.314 |
| 2 | 7.807 |
| 3 | 6.387 |